Entry 1:
The following is a DFT calculation (wB97M-V/def2-TZVPD) of 3 unconnected molecules or ions with the total composition C35H57B2BrF2N5O8S at a distorted geometry.

```
111
Properties=species:S:1:pos:R:3:lowdin_charge:R:1
Br 0.912 -0.902 0.097 0.885
S 2.357 0.195 3.976 0.590
F 6.244 4.787 3.657 0.052
F -1.426 -3.491 -1.717 0.024
O -1.938 3.643 -3.756 0.207
O 3.089 0.842 5.219 -0.163
O 2.410 4.460 -4.534 0.179
O 1.270 -0.635 4.422 -0.268
O 3.382 -0.319 3.108 -0.285
O -3.750 -2.646 3.827 -0.007
O 0.791 2.970 -5.530 0.160
O -5.533 -3.961 4.295 0.093
N -2.299 1.201 -4.271 -0.068
N 0.333 1.751 -2.842 0.029
N 0.433 -2.880 -5.021 0.011
N -1.756 2.047 -1.905 0.179
N 0.200 1.631 -0.542 -0.038
C 0.183 2.584 0.587 -0.118
C 1.664 -2.539 -4.301 -0.274
C 5.580 2.499 6.363 -0.098
C 1.282 0.734 -0.882 -0.528
C 7.950 2.806 6.145 -0.073
C 6.454 3.942 4.688 -0.284
C -1.984 -5.777 -1.792 -0.015
C 2.588 0.693 -3.081 0.008
C 5.361 3.373 5.308 -0.023
C -0.357 -6.193 0.430 -0.076
C -3.904 1.043 -1.159 -0.178
C 0.513 -0.683 -2.965 -0.159
C -2.790 2.058 -0.860 -0.083
C -4.317 -2.271 2.573 -0.176
C 1.203 0.594 -2.474 -0.416
C -1.044 -7.256 -0.138 -0.088
C -3.757 0.913 -4.366 -0.045
C -1.287 -4.742 -1.207 -0.285
C -4.421 -4.186 6.976 0.078
C -1.851 -7.046 -1.248 -0.076
C -3.768 -0.848 0.560 -0.181
C 7.749 3.677 5.084 -0.009
C -0.485 1.827 -1.700 -0.271
C -1.741 1.380 -5.617 -0.064
C 1.010 3.077 -2.956 -0.016
C -4.506 0.411 0.094 -0.185
C -3.623 -1.012 2.085 -0.156
C -4.539 -3.346 4.668 -0.490
C 6.870 2.213 6.785 -0.085
C -0.467 -4.921 -0.113 -0.022
C 1.573 2.995 1.062 -0.156
C 1.322 -1.990 -2.924 -0.232
C 2.368 2.077 1.997 -0.214
C -4.045 -3.265 6.055 -0.059
C 1.663 1.672 3.282 -0.217
B -2.040 2.318 -3.411 -0.587
B 1.430 3.497 -4.429 -0.610
H -0.951 -8.247 0.284 0.104
H 4.362 3.615 4.970 0.110
H -4.703 1.582 -1.663 0.105
H 4.734 2.045 6.862 0.100
H 2.273 1.089 -0.626 0.096
H 1.475 3.989 1.495 0.127
H 1.741 2.457 4.030 0.111
H -4.169 1.372 -5.265 0.096
H -3.206 3.062 -0.813 0.140
H -4.590 1.143 0.898 0.112
H -4.091 -4.104 8.002 0.063
H 0.314 3.841 -2.599 0.135
H -2.775 -0.891 0.109 0.099
H -0.433 2.200 1.397 0.111
H -5.057 -5.018 6.707 0.072
H -2.063 0.541 -6.233 0.097
H 2.285 -1.820 -4.845 0.100
H -5.529 0.134 -0.156 0.117
H 0.057 -4.076 0.312 0.095
H 0.022 -2.065 -5.454 0.051
H 3.263 2.633 2.278 0.124
H 2.219 -1.905 -2.317 0.085
H 3.235 4.161 -4.913 0.111
H 2.226 -3.460 -4.169 0.116
H 2.189 3.131 0.171 0.110
H -2.616 -5.586 -2.649 0.118
H -2.083 2.297 -6.097 0.098
H -2.573 -1.074 2.368 0.113
H 3.070 1.644 -2.872 0.087
H 8.958 2.590 6.472 0.109
H 2.567 0.534 -4.156 0.100
H -2.327 1.849 0.097 0.115
H -3.924 -0.159 -4.407 0.099
H -4.312 1.322 -3.529 0.053
H 0.254 -0.462 -4.001 0.108
H -0.318 3.484 0.236 0.132
H 3.220 -0.070 -2.634 0.101
H 3.972 0.449 5.259 0.092
H -4.033 -0.141 2.595 0.110
H -4.167 -3.079 1.860 0.130
H -3.389 -2.450 6.318 0.103
H -3.508 0.266 -1.808 0.114
H -2.755 4.128 -3.862 0.129
H 2.721 1.198 1.471 0.073
H 1.881 3.156 -2.307 0.112
H 8.575 4.145 4.568 0.121
H 0.700 -2.741 -2.444 0.081
H -0.433 -0.816 -2.446 0.103
H 0.612 1.429 3.171 0.092
H 0.269 -6.351 1.297 0.108
H -2.385 -7.874 -1.693 0.107
H 1.323 2.344 -6.020 0.115
H 7.034 1.532 7.609 0.105
H 0.646 -3.510 -5.781 0.067
H -0.662 1.374 -5.567 0.055
H -5.387 -2.121 2.699 0.134
H -4.311 -1.717 0.191 0.112
```

Summary:
Kohn-Sham gap in eV: 8.655
Charge: +1
LUMO energy in eV: -2.2
HOMO energy in eV: -10.90
Max |F| in eV/Å: 1.991
Electronic energy in Ha: -5465.09614

---

Entry 2:
The following is a DFT calculation (wB97M-V/def2-TZVPD) of a molecular structure, H15O7 at a distorted geometry.

```
22
Properties=species:S:1:pos:R:3:lowdin_charge:R:1
O -2.978 0.293 1.182 -0.078
O 0.169 1.243 -0.695 0.048
O -1.472 -0.004 -2.120 0.052
O 2.325 -0.034 -0.887 -0.036
O 0.295 -1.666 -0.746 0.001
O 1.812 -0.637 1.468 -0.162
O -0.245 0.591 1.702 -0.074
H 1.305 0.770 -0.914 0.149
H 2.279 -0.424 0.209 0.092
H -2.601 0.585 2.037 0.040
H 0.043 0.967 0.509 0.112
H -2.397 0.141 -1.682 0.174
H 0.789 -0.045 1.791 0.039
H -3.936 0.390 1.178 0.044
H -0.577 0.749 -1.397 0.110
H 1.016 -1.174 -1.120 -0.004
H -0.088 1.369 2.245 0.082
H 3.177 0.162 -1.151 0.066
H 2.156 -1.406 1.957 0.088
H 0.289 2.236 -0.898 0.214
H 0.559 -1.687 0.129 -0.013
H -1.270 -0.911 -2.131 0.054
```

Summary:
Kohn-Sham gap in eV: 10.935
Charge: +1
LUMO energy in eV: -3.7
HOMO energy in eV: -14.67
Max |F| in eV/Å: 4.680
Electronic energy in Ha: -535.35839

---

Entry 3:
The following is a DFT calculation (wB97M-V/def2-TZVPD) of 2 unconnected molecules or ions with the total composition C12H21N4S at a distorted geometry.

```
38
Properties=species:S:1:pos:R:3:lowdin_charge:R:1
S 1.685 -0.564 -4.417 0.876
N -2.842 -0.247 -0.715 0.050
N -1.580 0.391 -2.604 0.092
N 1.386 -0.766 1.109 0.175
N -0.603 0.385 -3.487 0.092
C 0.305 -0.522 -3.290 -0.562
C -2.432 0.517 0.498 -0.205
C -1.753 -0.413 -1.568 -0.253
C -0.796 -1.425 -1.367 0.081
C 0.876 1.840 3.351 -0.256
C -2.068 2.000 0.257 -0.062
C 1.268 -0.285 2.152 -0.200
C 2.012 2.574 2.647 -0.102
C 1.349 -2.539 -2.085 -0.211
C 0.271 -1.501 -2.231 -0.172
C 1.127 0.333 3.481 -0.170
C 1.070 -3.540 -0.944 -0.098
H 0.297 -0.146 4.002 0.121
H -1.594 2.199 -0.712 0.065
H -1.623 -0.002 1.024 0.101
H -0.054 2.011 2.803 0.083
H -3.594 0.242 -1.194 0.135
H 0.847 -3.001 -0.016 0.038
H -2.928 2.673 0.343 0.083
H -2.296 1.100 -2.742 0.183
H 2.956 2.434 3.176 0.082
H 1.416 -3.101 -3.028 0.123
H 1.804 3.643 2.604 0.077
H 2.326 -2.062 -1.922 0.126
H -1.322 2.276 1.014 0.058
H 1.954 -4.152 -0.729 0.088
H 1.716 0.748 -4.761 -0.092
H -0.885 -2.105 -0.528 0.128
H 0.244 -4.221 -1.183 0.090
H -3.297 0.499 1.173 0.122
H 2.037 0.145 4.053 0.127
H 2.139 2.226 1.620 0.069
H 0.742 2.261 4.348 0.115
```

Summary:
Kohn-Sham gap in eV: 8.787
Charge: +1
LUMO energy in eV: -4.0
HOMO energy in eV: -12.79
Max |F| in eV/Å: 1.367
Electronic energy in Ha: -1086.80460

---

Entry 4:
The following is a DFT calculation (wB97M-V/def2-TZVPD) of a molecular structure, C33H29F11OP2Ti.

```
77
Properties=species:S:1:pos:R:3:lowdin_charge:R:1
Ti -0.297 0.255 0.340 0.887
P 1.681 1.181 -1.058 1.025
P -1.892 0.579 -1.639 1.029
F -2.227 0.855 3.888 0.217
F 0.044 -1.850 2.773 0.154
F 0.952 -3.568 1.818 0.199
F 0.659 0.856 2.551 0.088
F 0.141 -2.646 -0.625 0.017
F -1.940 -0.021 1.924 0.066
F 0.022 2.058 4.256 0.216
F -1.583 -2.559 0.746 0.044
F 0.980 3.003 2.584 0.191
F -3.476 1.469 2.252 0.198
F 1.704 -1.569 1.394 0.089
O -0.895 1.979 0.836 -0.249
C 3.433 -1.898 -3.056 -0.056
C -2.064 -2.342 -5.155 -0.060
C 4.216 -1.250 -3.998 -0.059
C -4.285 1.908 -0.950 -0.083
C -1.968 -0.609 -2.997 -0.347
C -5.385 -0.402 0.139 -0.057
C -0.364 -2.000 0.486 -0.427
C 4.670 1.467 1.648 -0.056
C -5.549 1.942 -0.378 -0.067
C 0.110 2.068 2.944 -0.535
C -1.523 2.185 -2.427 -0.312
C -6.097 0.790 0.166 -0.064
C -1.216 2.240 2.161 -0.405
C -0.906 -2.247 -4.399 -0.055
C 3.039 3.274 0.298 -0.090
C -3.569 0.714 -0.979 -0.376
C -3.134 -0.700 -3.763 -0.070
C 2.645 0.234 -2.262 -0.359
C -0.856 -1.381 -3.317 -0.092
C -2.241 1.152 2.604 -0.516
C 3.986 3.728 1.205 -0.069
C 3.731 1.005 0.741 -0.091
C 4.796 2.831 1.882 -0.061
C 2.908 1.909 0.064 -0.358
C 0.971 2.612 -1.958 -0.330
C 2.644 -1.158 -2.186 -0.104
C -1.790 3.626 2.391 0.050
C -4.123 -0.444 -0.428 -0.093
C -3.177 -1.571 -4.840 -0.060
C 4.228 0.137 -4.068 -0.058
C 0.577 -2.314 1.636 -0.602
C -0.097 2.263 -3.000 -0.260
C 3.450 0.883 -3.197 -0.068
H 2.037 -1.661 -1.446 0.080
H -2.104 -3.025 -5.993 0.112
H 4.830 -1.824 -4.680 0.113
H 1.796 3.152 -2.425 0.087
H -4.077 -1.654 -5.434 0.112
H -0.093 3.047 -3.757 0.119
H -5.816 -1.298 0.566 0.115
H -6.106 2.870 -0.364 0.111
H 5.531 3.188 2.591 0.112
H 4.851 0.637 -4.798 0.113
H 0.035 -1.304 -2.711 0.067
H -0.044 -2.853 -4.646 0.112
H -4.000 -0.106 -3.498 0.111
H -7.083 0.819 0.612 0.112
H -3.867 2.809 -1.380 0.100
H 0.549 3.268 -1.194 0.081
H 0.160 1.337 -3.522 0.099
H -2.049 3.770 3.440 0.116
H 5.305 0.761 2.168 0.113
H -2.254 2.333 -3.225 0.103
H -2.679 3.743 1.775 0.101
H -3.562 -1.372 -0.444 0.108
H -1.048 4.362 2.092 0.105
H -1.668 2.959 -1.671 0.081
H 4.089 4.791 1.381 0.112
H 2.411 3.985 -0.221 0.100
H 3.480 1.965 -3.237 0.108
H 3.637 -0.057 0.545 0.100
H 3.434 -2.979 -2.992 0.115
```

Summary:
Kohn-Sham gap (spin up / spin down) in eV: 8.404 / 8.650
<S²>: 0.75
Charge: +1
LUMO energy (spin up / spin down) in eV: -3.4 / -3.1
Spin multiplicity: 2
HOMO energy (spin up / spin down) in eV: -11.76 / -11.71
Max |F| in eV/Å: 0.482
Electronic energy in Ha: -3980.76077

---

Q: Among the records above, which one has the lowest electronic energy?
A: C35H57B2BrF2N5O8S

---

Q: Which value of electronic energy does entry 4 give?
A: -3980.76077 Ha